Density functional theory data (ωB97M-V with the def2-TZVPD basis set) for a cluster of 2 separate species, C4H5Cl in total.

The geometry in XYZ format:
```
10
Properties=species:S:1:pos:R:3:forces:R:3:lowdin_charge:R:1
C 1.0672 -1.3681 -0.4889 4.631 -2.095 -1.576 -0.064
C -0.0318 -0.8533 -0.2592 -3.168 2.164 0.296 -0.057
C 1.0064 -0.1427 0.5210 0.078 -1.957 0.734 -0.141
C -2.2801 0.6233 -0.2387 1.217 1.406 -1.449 -0.559
Cl -3.6267 -0.2917 0.2142 0.072 0.023 0.382 0.541
H 1.9474 -1.9629 -0.8963 -1.916 0.863 0.585 0.122
H 1.2018 -0.4919 1.5095 -0.219 0.052 0.952 0.055
H 1.5601 0.7257 0.3286 0.214 1.407 -0.990 0.054
H -2.4260 1.1794 -1.2252 0.343 -1.024 1.466 0.032
H -1.5488 1.0902 0.4708 -1.253 -0.837 -0.400 0.017
```
Positions in Å, forces in eV/Å.

**LUMO (spin up / spin down)**: 0.237 / -0.724 eV
**Kohn-Sham gap (spin up / spin down)**: 8.91 / 7.42 eV
**E**: -615.3357 Ha


Density functional theory data (ωB97M-V with the def2-TZVPD basis set) for a cluster of 2 separate species, C5H9ClF2O2 in total.

The geometry in XYZ format:
```
19
Properties=species:S:1:pos:R:3:forces:R:3:lowdin_charge:R:1
C 0.7300 0.7796 0.8365 0.524 1.458 -1.602 -0.084
C -1.6978 1.3742 0.9400 -3.096 0.259 -3.851 -0.115
C 1.2738 -2.3967 -1.4203 0.074 -1.711 1.996 -0.233
C -0.6944 0.3863 0.4498 -0.073 0.184 0.276 -0.848
C -0.9993 -1.0410 0.8200 0.302 -2.609 0.090 -0.407
O 1.4445 -3.6426 -1.8699 0.370 -0.386 -0.964 0.037
O 1.5664 -1.6440 -2.3848 -0.544 3.394 0.353 0.069
F -2.3049 -1.4797 0.6737 0.450 1.015 -0.421 0.025
F -0.7682 -1.2791 2.1676 0.337 0.487 -0.547 0.031
Cl -0.7485 0.3853 -1.3509 -0.405 0.147 -0.369 0.705
H 1.1857 0.2213 1.6280 -0.348 0.188 1.209 0.071
H 1.3379 0.4014 -0.0059 0.048 0.799 0.225 0.054
H 0.7689 1.9628 0.9146 0.287 -2.674 0.001 0.136
H -2.7770 1.0563 0.5455 2.208 0.592 0.986 0.129
H -1.7456 1.4699 1.9643 0.132 0.217 2.312 0.058
H -1.5120 2.3479 0.4203 -0.029 -0.661 0.752 0.090
H -0.3688 -1.7330 0.1817 -0.510 0.724 1.042 0.101
H 1.5875 -4.3238 -1.2189 -0.482 0.016 0.774 0.096
H 1.7829 -2.1113 -3.1578 0.754 -1.439 -2.263 0.086
```
Positions in Å, forces in eV/Å.

**LUMO**: 0.565 eV
**Kohn-Sham gap**: 10.23 eV
**E**: -1006.2396 Ha


Density functional theory data (ωB97M-V with the def2-TZVPD basis set) for a cluster of 2 separate species, C2H8NO in total.

The geometry in XYZ format:
```
12
Properties=species:S:1:pos:R:3:forces:R:3:lowdin_spin:R:1
C 1.6511 -0.1117 0.0535 -1.446 -1.712 0.601 0.303
C 1.4703 -0.0048 -1.2876 -1.374 -0.238 0.318 0.293
N 0.4204 -0.4365 0.8986 -0.288 2.832 0.063 0.118
H 2.5485 0.1672 0.5223 0.453 0.452 1.017 0.023
H 2.3340 0.2784 -1.7891 1.209 0.675 -1.213 0.023
H 0.6725 -0.4727 -1.8512 0.063 -0.021 0.081 0.042
H -0.4318 0.1762 0.5638 0.639 -1.437 -0.465 0.053
H 0.2239 -1.4151 1.0032 -0.341 -0.302 -0.455 0.024
H 0.3712 -0.0607 1.8692 1.029 -0.230 0.007 0.055
H -3.2287 0.3743 -0.6598 -1.700 -0.733 -3.577 0.006
H -3.3060 1.0538 0.5902 0.686 -0.277 0.220 0.007
O -2.7254 0.4516 0.0868 1.071 0.991 3.403 0.053
```
Positions in Å, forces in eV/Å.

**LUMO (spin up / spin down)**: 0.712 / 0.467 eV
**Kohn-Sham gap (spin up / spin down)**: 4.17 / 9.22 eV
**Multiplicity**: 2
**E**: -210.8222 Ha


Density functional theory data (ωB97M-V with the def2-TZVPD basis set) for the molecule C4H9NO.

The geometry in XYZ format:
```
15
Properties=species:S:1:pos:R:3:forces:R:3:lowdin_charge:R:1
C 1.7769 1.8544 0.7098 0.069 -0.015 -0.008 -0.079
C 0.6536 0.8889 0.4066 -0.042 0.233 0.075 -0.273
O 1.2012 -0.3492 -0.0653 0.155 0.001 -0.031 -0.076
C 0.2593 -1.2397 -0.4595 -0.444 -0.008 -0.008 -0.244
N -0.9461 -0.9372 -0.3439 0.392 0.537 0.197 -0.020
C -2.2038 -1.5129 -0.6599 -0.195 -0.169 -0.091 -0.133
H 2.4610 1.4469 1.4583 -0.042 0.035 -0.085 0.076
H 2.3428 2.0988 -0.1930 -0.017 -0.070 0.102 0.076
H 1.3535 2.7853 1.1028 0.055 -0.150 -0.047 0.077
H 0.0358 0.6924 1.2901 0.123 0.019 -0.102 0.117
H -0.0199 1.2853 -0.3596 0.100 -0.001 0.103 0.114
H 0.7506 -2.1411 -0.8481 -0.269 0.027 0.042 0.140
H -2.6237 -0.9451 -1.4966 -0.038 -0.171 0.030 0.079
H -2.8555 -1.3186 0.1966 -0.084 -0.182 -0.134 0.074
H -2.2501 -2.5801 -0.8986 0.236 -0.087 -0.042 0.071
```
Positions in Å, forces in eV/Å.

**LUMO**: 1.075 eV
**Structure (SMILES)**: CCO/C=N/C
**Kohn-Sham gap**: 10.30 eV
**E**: -287.7683 Ha


Density functional theory data (ωB97M-V with the def2-TZVPD basis set) for a cluster of 2 separate species, C3H3O2S in total.

The geometry in XYZ format:
```
9
Properties=species:S:1:pos:R:3:forces:R:3:lowdin_charge:R:1
C -0.7688 0.4779 0.1054 1.200 0.340 0.212 -0.784
C -0.1609 -0.6623 -0.2774 1.055 2.963 1.517 -0.286
C -4.8721 -0.1080 -0.1204 0.108 -1.139 0.418 -0.184
O -4.7182 -1.1757 0.2558 -0.378 0.886 -0.364 -0.073
O 1.2424 -0.6511 0.0137 -0.180 -1.845 -0.789 -0.135
S -2.3720 1.0481 -0.1147 -0.147 0.404 -0.035 0.299
H 0.0346 1.1915 0.6015 -1.740 -0.867 -0.632 0.065
H -0.5923 -1.4579 -0.8158 0.015 -0.942 -0.402 0.071
H 1.4147 0.2502 0.2789 0.068 0.199 0.076 0.028
```
Positions in Å, forces in eV/Å.

**LUMO**: 4.030 eV
**Kohn-Sham gap**: 6.35 eV
**E**: -664.7688 Ha
**Charge**: -1


Density functional theory data (ωB97M-V with the def2-TZVPD basis set) for a structure of composition C28H38BEuN5O4S.

The geometry in XYZ format:
```
78
Properties=species:S:1:pos:R:3:forces:R:3:lowdin_spin:R:1
Eu -0.2225 -0.8037 0.4795 -0.978 1.334 1.359 6.058
C -0.6322 3.2211 0.7813 -0.008 -0.062 -0.025 0.000
C -1.5088 2.1208 0.2212 0.146 0.113 -0.077 -0.002
C -2.6464 1.7305 0.9486 -0.052 -0.018 0.129 0.000
C -2.9517 2.4928 2.2149 -0.023 -0.031 -0.033 0.000
C -3.4594 0.7002 0.4630 -0.048 -0.062 0.031 0.000
C -4.7403 0.2673 1.1420 0.048 0.002 -0.040 0.000
C -3.1497 0.0935 -0.7684 -0.115 0.038 -0.054 -0.001
C -4.0183 -1.0218 -1.2995 -0.014 0.045 0.050 0.000
C -2.1264 0.6086 -1.5730 -0.032 0.025 -0.029 -0.002
C -2.0927 0.1914 -3.0238 0.063 -0.045 0.040 0.000
C -1.2562 1.5853 -1.0529 -0.090 0.182 -0.115 -0.003
C -0.1275 2.1433 -1.8919 -0.007 -0.023 0.051 0.000
H 0.0186 2.8489 1.5798 -0.018 0.013 0.013 0.000
H -1.2363 4.0140 1.2177 0.009 0.004 -0.006 0.000
H -0.0054 3.6757 0.0213 0.020 -0.007 0.006 0.000
H -3.2191 3.5249 1.9733 0.008 -0.018 0.011 0.000
H -2.0822 2.5242 2.8727 -0.018 0.001 -0.017 0.000
H -3.7719 2.0736 2.7854 0.009 0.002 -0.001 0.000
H -5.5684 0.3033 0.4320 0.020 -0.004 0.016 0.000
H -5.0129 0.8997 1.9796 0.003 0.011 0.002 0.000
H -4.6815 -0.7622 1.5029 -0.011 0.013 -0.012 0.000
H -4.8735 -0.6239 -1.8569 0.044 -0.016 0.033 0.000
H -4.4152 -1.6398 -0.4951 0.017 0.037 -0.043 0.000
H -3.4612 -1.6747 -1.9674 -0.015 0.018 0.011 0.000
H -3.0885 0.3144 -3.4531 0.015 0.001 -0.005 0.000
H -1.8285 -0.8603 -3.1599 -0.036 0.054 0.004 0.000
H -1.4060 0.7909 -3.6126 -0.017 -0.020 0.005 0.000
H -0.4190 3.0967 -2.3407 0.023 0.007 0.020 0.000
H 0.1599 1.4644 -2.6847 0.010 -0.005 -0.038 0.000
H 0.7690 2.3167 -1.2974 0.002 -0.001 -0.010 0.000
B 1.1989 -0.8714 2.9629 -0.230 -0.146 0.276 -0.003
N 1.0977 -2.3659 2.5597 0.003 -0.014 0.082 0.001
C 1.8500 -3.4253 2.8698 0.060 -0.072 0.014 0.001
C 1.2944 -4.5472 2.2756 0.046 -0.063 0.001 0.000
C 0.1805 -4.0676 1.5915 0.070 0.040 0.058 0.001
N 0.0569 -2.7525 1.7721 0.232 -0.325 0.155 -0.010
N -0.1672 -0.5101 3.5738 0.211 0.203 0.156 0.000
C -0.5785 -0.5805 4.8445 -0.049 -0.002 0.026 0.001
C -1.9527 -0.4276 4.8609 -0.041 -0.029 0.012 0.000
C -2.2987 -0.2774 3.5191 -0.109 -0.024 0.049 0.000
N -1.2191 -0.3187 2.7389 0.244 -0.087 0.160 -0.011
H 2.1146 -0.6598 3.7023 0.010 -0.016 -0.146 0.000
H 1.2607 -0.1698 1.9340 0.508 0.042 0.454 -0.003
H 2.7244 -3.3211 3.4958 -0.096 0.018 -0.065 0.000
H 1.6468 -5.5642 2.3357 -0.030 0.091 0.009 0.000
H -0.5330 -4.5978 0.9811 0.007 0.011 -0.002 0.000
H 0.1268 -0.7377 5.6481 -0.063 0.034 -0.107 0.000
H -2.6078 -0.4276 5.7168 0.056 0.007 -0.074 0.000
H -3.2777 -0.1418 3.0949 0.050 -0.010 0.015 0.000
C 3.7991 4.2593 -1.6320 0.042 -0.032 0.003 0.000
C 3.6122 2.7733 -1.4866 0.017 0.062 -0.018 0.000
C 3.3675 2.2084 -0.2339 0.004 0.030 0.038 0.000
C 3.2113 0.8419 -0.0867 -0.022 0.004 -0.078 0.000
C 3.2984 0.0255 -1.2118 -0.061 0.029 0.108 0.000
C 3.5680 0.5554 -2.4618 0.035 -0.052 -0.039 0.000
C 3.7125 1.9284 -2.5889 0.010 0.081 -0.027 0.000
S 3.1581 -1.6997 -0.9216 0.304 -0.050 0.237 0.000
O 4.3895 -2.2216 -0.4155 -0.108 -0.063 -0.031 0.000
O 1.9957 -1.9027 -0.0531 0.201 0.135 -0.026 -0.003
N 2.9833 -2.3632 -2.3945 -0.305 -0.182 -0.098 0.000
C 1.8451 -2.2375 -3.3257 0.067 -0.078 0.127 0.000
C 0.5129 -2.7794 -2.8214 0.224 0.008 0.088 0.000
C -0.0504 -1.8751 -1.7666 -0.218 -0.424 -0.868 -0.001
O 0.4195 -0.7048 -1.6443 -0.101 -0.237 -0.992 -0.014
O -0.9517 -2.2927 -0.9746 0.025 -0.584 -0.632 -0.006
H 3.1284 4.8089 -0.9708 0.008 -0.014 -0.016 0.000
H 3.6221 4.5841 -2.6570 -0.004 -0.014 0.035 0.000
H 4.8220 4.5416 -1.3669 -0.061 -0.028 -0.012 0.000
H 3.3104 2.8474 0.6410 0.007 -0.017 -0.041 0.000
H 3.0552 0.4093 0.8948 0.012 0.026 -0.040 0.000
H 3.6790 -0.0897 -3.3257 -0.003 0.060 0.102 0.000
H 3.9166 2.3512 -3.5663 -0.011 -0.017 0.044 0.000
H 3.4714 -3.2535 -2.3904 0.011 0.120 -0.112 0.000
H 2.1487 -2.7612 -4.2282 0.037 -0.057 -0.028 0.000
H 1.7197 -1.1897 -3.5853 0.061 0.046 -0.014 0.000
H 0.6036 -3.7828 -2.4021 -0.036 0.006 -0.031 0.000
H -0.2106 -2.8328 -3.6393 0.031 -0.007 -0.024 0.000
```
Positions in Å, forces in eV/Å.

**LUMO (spin up / spin down)**: -4.033 / -2.186 eV
**Kohn-Sham gap (spin up / spin down)**: 7.49 / 9.35 eV
**Multiplicity**: 7
**E**: -2797.8092 Ha
**Charge**: +1